{"formula": "C5H8O", "method": "ωB97M-V/def2-TZVPD", "species": ["C", "C", "C", "C", "O", "C", "H", "H", "H", "H", "H", "H", "H", "H"], "positions_angstrom": [[1.01, -1.28, 0.61], [1.89, -1.19, 1.60], [-1.05, 0.44, -1.52], [-0.47, 1.58, -0.72], [-1.53, 1.36, 0.27], [-1.96, 0.34, -0.55], [1.31, -1.28, -0.43], [-0.06, -1.35, 0.80], [1.58, -1.19, 2.64], [2.96, -1.12, 1.40], [0.51, 1.42, -0.26], [-0.55, 2.59, -1.14], [-2.82, -0.26, -0.27], [-0.82, -0.06, -2.45]], "lowdin_charge": [-0.093, -0.072, -0.057, -0.166, -0.075, -0.166, 0.052, 0.046, 0.047, 0.045, 0.109, 0.120, 0.119, 0.091], "homo_energy_ev": -8.97, "largest_force_ev_per_a": 0.4, "gap_ev": 10.116, "total_charge": 0, "e_lumo_ev": 1.1, "de_lowest_kj_mol": 315.15}

---

{"formula": "C5H8O", "method": "ωB97M-V/def2-TZVPD", "species": ["O", "C", "C", "C", "C", "C", "H", "H", "H", "H", "H", "H", "H", "H"], "positions_angstrom": [[1.57, 0.83, 0.85], [1.00, -0.01, -0.14], [0.09, -1.04, 0.58], [-1.30, -0.51, 0.34], [-1.30, 0.58, -0.43], [0.05, 0.82, -1.04], [1.44, 0.37, 1.68], [1.79, -0.48, -0.74], [0.36, -1.00, 1.67], [0.25, -2.08, 0.27], [-2.18, -0.98, 0.77], [-2.17, 1.22, -0.62], [0.06, 0.41, -2.07], [0.35, 1.88, -1.12]], "lowdin_charge": [-0.040, -0.371, -0.135, -0.097, -0.090, -0.134, 0.073, 0.136, 0.114, 0.112, 0.098, 0.102, 0.116, 0.115], "homo_energy_ev": -9.34, "largest_force_ev_per_a": 0.8, "gap_ev": 10.392, "total_charge": 0, "e_lumo_ev": 1.1, "smiles": "OC1CC=CC1", "de_lowest_kj_mol": 91.17}

---

{"formula": "C5H8O", "method": "ωB97M-V/def2-TZVPD", "species": ["C", "C", "C", "C", "C", "O", "H", "H", "H", "H", "H", "H", "H", "H"], "positions_angstrom": [[-2.08, 1.10, -0.25], [-1.42, -0.30, -0.30], [-0.01, -0.31, -0.70], [1.19, -0.38, -0.66], [2.46, -0.61, 0.05], [2.19, -0.77, 1.43], [-2.57, 1.36, -1.20], [-2.85, 1.13, 0.52], [-1.34, 1.87, -0.05], [-1.28, -0.75, 0.70], [-2.03, -1.02, -0.84], [3.17, 0.21, -0.12], [2.91, -1.54, -0.29], [1.68, 0.00, 1.71]], "lowdin_charge": [-0.099, -0.250, -0.051, -0.008, -0.278, -0.066, 0.071, 0.067, 0.071, 0.119, 0.108, 0.111, 0.117, 0.088], "homo_energy_ev": -9.61, "largest_force_ev_per_a": 0.7, "gap_ev": 10.466, "total_charge": 0, "e_lumo_ev": 0.9, "smiles": "CCC#CCO", "de_lowest_kj_mol": 246.34}